[1]
# C28H77N7O7

7 unconnected molecules or ions with the total composition C28H77N7O7 in a non-equilibrium geometry (ωB97M-V/def2-TZVPD, OMol25).

Structure (SMILES): COC[C@H](C)N.COC[C@H](C)N.COC[C@H](C)N.COC[C@H](C)N.COC[C@H](C)N.COC[C@H](C)N.COC[C@H](C)N
ΔE to the lowest compared entry with this formula, charge and spin: 39.3 kcal/mol

Last column: Mulliken charge in e.
Cartesian coordinates (Å):
C -5.32773 0.10235 1.10893  -0.9789
C -5.22436 1.63131 1.06838  0.6175
C -4.21299 2.03293 0.00737  0.0414
O -4.08761 3.43896 0.04712  -0.4069
C -2.92277 3.92668 -0.55430  -0.5567
N -6.51436 2.21568 0.70987  -0.7658
H -5.67998 -0.28879 0.15218  0.2719
H -6.08231 -0.20108 1.83639  0.4213
H -4.35436 -0.32277 1.34732  -0.1085
H -4.88533 1.93537 2.06598  0.2128
H -4.42415 1.71026 -1.01886  0.3623
H -3.29229 1.49411 0.28738  -0.3796
H -1.99623 3.56344 -0.08689  0.0960
H -2.85304 5.00064 -0.37117  0.3412
H -2.87050 3.71794 -1.62766  0.3004
H -7.17796 2.27798 1.47438  0.2608
H -6.34578 3.18825 0.46401  0.2709
C -4.92962 -0.75591 -4.23145  -1.5248
C -3.45552 -0.88235 -3.88642  0.7416
C -2.62145 -1.43994 -5.02464  -0.5388
O -3.01389 -2.78944 -5.26387  -0.3368
C -2.25777 -3.37342 -6.29996  -0.7354
N -2.93314 0.44273 -3.46617  -0.4130
H -5.18842 -1.62955 -4.82861  0.3789
H -5.14924 0.16257 -4.78277  0.3519
H -5.54786 -0.64319 -3.34097  0.2877
H -3.27383 -1.41121 -2.94750  -0.0771
H -1.56055 -1.48562 -4.73929  0.2691
H -2.71136 -0.81701 -5.92432  0.3886
H -2.31299 -2.82926 -7.24862  0.3081
H -2.67684 -4.36665 -6.45640  0.2663
H -1.20584 -3.46030 -6.00235  0.2605
H -2.01412 0.41351 -3.04208  0.0768
H -2.87775 1.05640 -4.27354  0.2396
C -0.48915 1.63801 7.87233  -1.5360
C -0.34811 1.68687 6.35725  0.5016
C -1.69195 1.96396 5.67441  -0.5836
O -1.56078 2.19310 4.29937  -0.3989
C -1.34443 1.02003 3.54271  -0.4571
N 0.64713 2.73153 6.05907  -0.6923
H -0.98024 2.57512 8.17561  0.3388
H 0.46912 1.62716 8.38137  0.3852
H -1.20099 0.88752 8.22099  0.3743
H 0.15600 0.78425 5.99977  0.2074
H -2.12358 2.82643 6.18817  0.3564
H -2.39953 1.13668 5.83961  0.3413
H -2.04884 0.28375 3.96923  0.3346
H -0.34010 0.61291 3.66928  0.2890
H -1.72162 1.09857 2.52527  -0.0277
H 0.61858 2.91096 5.05449  0.2733
H 0.35963 3.64029 6.42299  0.2863
C 6.42486 1.38892 1.44433  -1.2010
C 5.38994 0.83780 2.40254  0.5981
C 4.38369 -0.07080 1.69528  -0.4372
O 3.38001 -0.48813 2.57710  -0.3634
C 2.50022 -1.40790 1.98115  -0.3372
N 6.07179 0.11182 3.50550  -0.8072
H 7.11321 0.62839 1.08077  0.3419
H 7.00361 2.13402 1.99393  0.3707
H 5.91076 1.91385 0.63251  0.1629
H 4.81000 1.67868 2.80864  0.2871
H 5.05446 -0.89446 1.38248  0.3137
H 3.99107 0.37881 0.77745  0.0003
H 2.90869 -2.42333 1.95124  0.4000
H 2.26665 -1.13320 0.94154  -0.0188
H 1.54551 -1.35476 2.50653  0.1804
H 5.42449 -0.58105 3.87209  0.2901
H 6.18794 0.80602 4.23583  0.2695
C -0.21782 1.12589 -0.32075  -1.1412
C 0.53414 0.27536 -1.37498  0.8252
C 0.16775 -1.18624 -1.46026  0.3656
O 0.76477 -1.78598 -2.56949  -0.5518
C 0.63226 -3.21186 -2.55133  -0.6834
N 0.32065 0.89045 -2.70475  -0.7363
H 0.32250 0.98426 0.61585  0.3077
H -1.23002 0.72872 -0.38491  -0.3028
H -0.15892 2.17990 -0.57465  0.5863
H 1.61320 0.35341 -1.16066  0.2710
H -0.91906 -1.34288 -1.44905  -0.3708
H 0.51479 -1.54412 -0.47508  0.0637
H 1.43366 -3.56710 -3.19727  0.3361
H -0.33826 -3.49476 -2.96573  0.2073
H 0.77068 -3.58353 -1.53481  0.2803
H 0.89924 0.35231 -3.35031  0.3487
H 0.78168 1.79496 -2.76222  0.1874
C -2.83002 -6.11711 0.20685  -1.4214
C -1.45846 -5.73550 0.77171  0.7206
C -1.53058 -4.34565 1.39625  -0.7010
O -2.03159 -3.39129 0.48026  -0.3073
C -2.15047 -2.09570 1.02110  -0.5408
N -1.04824 -6.71956 1.78319  -0.8097
H -2.98569 -5.57098 -0.71835  0.2825
H -3.61175 -5.87947 0.93870  0.2954
H -2.94558 -7.20045 0.15017  0.4445
H -0.73098 -5.72199 -0.04043  0.2055
H -0.50221 -4.03991 1.66030  0.2090
H -2.13613 -4.33742 2.31377  0.3512
H -1.25579 -1.63838 1.45468  0.1533
H -3.00592 -2.04958 1.69985  0.6118
H -2.42216 -1.52136 0.13354  -0.0639
H -1.61889 -6.60545 2.62753  0.2998
H -0.19402 -6.33898 2.21410  0.2810
C 3.67608 2.60051 -3.60097  -0.8928
C 4.63129 2.55190 -2.38877  0.6342
C 5.96300 3.23218 -2.69826  -0.8179
O 6.53593 2.48727 -3.76811  -0.3143
C 7.94241 2.39777 -3.67880  -0.7281
N 3.99955 3.24044 -1.24636  -0.5654
H 3.50818 3.66097 -3.79752  0.3447
H 2.73006 2.21180 -3.22930  -0.1884
H 4.06263 2.07516 -4.46956  0.3677
H 4.87979 1.58647 -1.94273  0.2442
H 6.60402 3.17571 -1.81690  0.3728
H 5.77328 4.26216 -3.01912  0.3063
H 8.28863 1.74386 -4.47876  0.2462
H 8.25345 1.96002 -2.72365  0.2946
H 8.40632 3.38182 -3.81410  0.2926
H 3.13852 2.80355 -0.94693  0.1453
H 3.78803 4.21197 -1.44527  0.2698

Atoms 1-3, force components in eV/Å:
C -0.391 0.335 -0.230
C -0.673 -0.813 -0.470
C 0.374 -0.213 0.547


[2]
# C28H78O17

13 unconnected molecules or ions with the total composition C28H78O17 in a non-equilibrium geometry (ωB97M-V/def2-TZVPD, OMol25).

Last column: Mulliken charge in e.
Cartesian coordinates (Å):
C 1.13754 -1.72563 1.46096  -0.0020
O 0.74803 -1.06823 0.28359  0.0525
C 0.27654 0.16468 0.26540  -0.0121
O 0.13647 0.85918 1.26297  -0.3192
O 0.05666 0.50050 -0.98079  -0.1020
C -0.52289 1.76128 -1.27865  0.6006
H 1.82669 -2.53477 1.21914  0.1255
H 0.27281 -2.10651 2.00436  -0.1190
H 1.70385 -1.00387 2.04956  0.0531
H -1.57542 1.77962 -0.99588  0.2107
H -0.52720 1.90401 -2.35926  -0.5287
H -0.09697 2.61048 -0.74428  0.0409
C -3.17010 -0.71070 0.60151  -0.3979
O -4.31848 -0.09376 -0.02439  -0.3699
C -4.46218 0.09955 -1.37187  0.5517
O -5.50256 0.47209 -1.93375  -0.5978
O -3.26684 -0.09467 -2.05472  -0.0568
C -3.17628 0.19775 -3.39467  -0.5959
H -2.72088 -1.58113 0.12332  0.2533
H -3.29140 -1.06659 1.62460  0.4382
H -2.32439 -0.02553 0.54315  0.0595
H -2.17319 0.01151 -3.77839  0.0174
H -3.61121 1.18895 -3.52304  0.3509
H -3.74519 -0.58365 -3.89851  0.3872
C 0.38976 2.16739 -6.13588  -1.2953
C -0.36207 3.17235 -5.26262  0.3708
O -1.35964 3.79156 -6.06376  -0.5529
H -0.18399 1.25711 -6.31002  0.2743
H 1.32719 1.82639 -5.69651  0.3357
H 0.58728 2.51996 -7.14818  0.3645
H 0.30023 3.91586 -4.81917  0.1870
H -0.89308 2.74896 -4.41006  -0.0721
H -1.98273 3.08922 -6.26395  0.3664
C 1.77332 6.43995 -1.20252  -1.3900
C 1.24989 5.03363 -0.82236  0.0612
O 1.01191 4.35931 -2.02685  -0.5815
H 2.63916 6.37225 -1.86119  0.3107
H 2.11819 7.04339 -0.36286  0.4290
H 0.99380 7.00869 -1.70946  0.2808
H 0.29473 5.10503 -0.30211  0.2404
H 2.00138 4.57663 -0.17854  0.3292
H 1.86661 4.04038 -2.32582  0.3221
C 4.32702 -0.73577 0.53987  -0.4585
C 5.58625 0.08219 0.21996  -0.5638
O 5.49326 1.39089 0.73022  -0.5135
H 4.09236 -0.68469 1.60308  0.3282
H 4.43918 -1.76509 0.19926  0.1269
H 3.51246 -0.23439 0.01719  0.0709
H 5.83261 0.07201 -0.84178  0.3890
H 6.42059 -0.47064 0.65164  0.2926
H 5.21142 1.32316 1.64541  0.3163
C -3.32858 6.01568 -2.27533  -1.4623
C -2.05304 5.34562 -2.65939  0.3613
O -1.66018 4.55637 -1.51707  -0.2072
H -3.85260 6.56333 -3.05864  0.4025
H -3.06454 6.68173 -1.45389  0.3209
H -4.10406 5.34403 -1.90705  0.2968
H -1.28916 6.10196 -2.83974  0.2117
H -2.26108 4.67660 -3.49440  0.0768
H -0.71627 4.49217 -1.67982  -0.1120
C 0.04649 -2.39307 -3.18506  -0.4380
C 0.67005 -1.13357 -3.77798  0.0404
O 0.52157 -1.15941 -5.17568  -0.4958
H 0.37036 -2.53576 -2.15411  -0.1235
H 0.53275 -3.25444 -3.64300  0.4522
H -1.02929 -2.55772 -3.24580  0.1869
H 1.73211 -1.08156 -3.53834  0.4948
H 0.25969 -0.22295 -3.34154  -0.4519
H 1.03239 -1.90487 -5.49965  0.3207
C 2.02122 2.76678 2.79875  -0.7155
C 1.66042 1.91832 4.03713  0.7297
O 2.68365 1.74070 4.99120  -0.6155
H 2.44861 2.19561 1.97462  0.0618
H 2.57738 3.67875 3.01579  0.5079
H 1.13136 3.06660 2.24525  -0.0467
H 1.34156 0.95154 3.64754  -0.3661
H 0.80636 2.26805 4.61710  0.1252
H 2.24377 1.26902 5.70227  0.3440
C -0.16511 -5.22155 -0.94733  -0.2321
C -0.65726 -6.44019 -0.29248  -0.5482
O 0.36310 -7.00999 0.53508  -0.4976
H 0.17242 -4.45459 -0.25022  -0.3159
H -0.96437 -4.81619 -1.56778  0.4382
H 0.67059 -5.49853 -1.58997  0.2943
H -0.96590 -7.14934 -1.06057  0.5293
H -1.51285 -6.16982 0.32636  0.0683
H 0.42487 -7.95140 0.35751  0.2462
C 4.23604 -6.06457 -0.62766  -1.4751
C 3.45672 -5.09401 0.16727  0.4404
O 2.69762 -5.70506 1.21933  -0.5491
H 4.88700 -6.68457 -0.01126  0.3070
H 4.94824 -5.60808 -1.31503  0.4086
H 3.56198 -6.60367 -1.29333  0.3157
H 2.76800 -4.56587 -0.49215  -0.0726
H 4.19582 -4.45463 0.65001  0.3201
H 2.00665 -6.21493 0.79014  0.3299
C -0.68493 -0.95756 4.60890  -0.3080
C -1.16560 -0.11627 5.79501  -0.5969
O -0.88137 -0.85433 6.93912  -0.5164
H -1.19391 -1.88312 4.33984  0.2580
H 0.39914 -1.04099 4.68605  0.2784
H -0.70712 -0.34350 3.70860  -0.1115
H -2.23038 0.09414 5.69467  0.4307
H -0.76498 0.89000 5.91758  0.2437
H -1.68737 -0.77095 7.45392  0.3283
C -2.31475 -5.70754 3.12474  -1.3855
C -1.13093 -4.77928 2.88703  0.3081
O -1.61920 -3.47053 2.51167  -0.3191
H -2.95891 -5.49524 3.97802  0.3354
H -1.98602 -6.73548 3.27766  0.4054
H -2.97391 -5.80248 2.26185  0.3269
H -0.34759 -5.15164 2.22686  -0.1121
H -0.62588 -4.60750 3.83757  0.3473
H -2.27787 -3.58849 1.82331  0.1927
C -2.49601 3.28331 1.74351  -0.7114
C -2.22360 3.31923 3.22015  0.1253
O -3.19558 3.98242 3.97012  -0.5777
H -1.66536 2.81586 1.21473  0.0015
H -2.57007 4.29213 1.33742  0.3019
H -3.42781 2.78698 1.47241  0.3919
H -1.22162 3.68422 3.44577  0.1869
H -2.21683 2.26003 3.47736  -0.0673
H -3.03654 3.81378 4.90171  0.3281

Atoms 1-3, force components in eV/Å:
C 0.446 0.553 1.136
O -0.207 -0.755 -1.902
C 0.446 0.574 2.225


Computed HOMO level, in the same sequence as the records: -8.942 -9.855 eV.
Computed orbital gap, in the same sequence as the records: 9.407 10.047 eV.